DFT (the ωB97M-V functional and the def2-TZVPD basis) results for C12H30Br2O6Sr as an isolated structure.

Structure (XYZ):
```
51
Properties=species:S:1:pos:R:3:forces:R:3:mulliken_charge:R:1
Sr -0.246485 0.124918 -0.182885 0.2 0.0 -0.2 0.22
Br 2.262544 1.617781 -0.786417 0.1 0.1 -0.1 -0.69
Br -2.944951 -1.006531 -0.562498 -0.2 -0.1 0.0 -0.73
C -0.289860 -3.533262 -0.309812 0.1 0.3 0.3 -1.00
O 0.297649 -2.363727 0.287459 1.0 -0.8 -0.2 0.51
C 1.401018 -2.705153 1.128888 -0.4 1.3 1.6 -1.05
C 2.222716 -1.429351 1.505257 -0.8 -0.9 -0.6 -0.67
O 1.290555 -0.408379 1.874561 0.9 -0.2 0.9 0.30
C 1.916616 0.581112 2.700146 1.4 0.5 -0.5 -1.07
H -0.818192 -4.111314 0.448351 -0.1 0.0 0.1 0.22
H 0.505669 -4.166490 -0.702567 0.0 0.0 -0.3 0.35
H -1.001254 -3.220806 -1.074264 0.2 0.1 0.1 0.21
H 2.062157 -3.517324 0.826637 0.0 0.1 -0.8 0.52
H 0.937312 -3.062063 2.048505 0.1 -0.2 0.4 0.47
H 2.859446 -1.114842 0.678360 -0.1 0.4 -0.3 0.27
H 2.903389 -1.662201 2.324143 -0.1 -0.2 0.3 0.47
H 2.774984 0.995675 2.171530 -0.3 0.5 -0.6 0.36
H 2.459853 0.226552 3.576089 -0.7 -0.9 0.5 0.34
H 1.271768 1.406478 3.001903 -0.4 -0.4 -0.4 0.19
C -1.294700 2.286545 -2.936511 -0.5 -0.1 1.0 -0.88
O -0.819644 0.977060 -2.556201 -0.2 1.7 -1.2 0.16
C -0.132864 0.414217 -3.647202 0.5 -2.4 0.4 -0.50
C 0.003640 -1.080600 -3.262523 -1.2 0.2 0.7 -0.94
O 0.773298 -1.344187 -2.079608 1.3 -1.1 -1.8 0.45
C 2.083784 -1.852482 -2.420798 0.8 1.3 1.1 -1.02
H -1.970105 2.588003 -2.135854 0.4 0.3 0.2 0.11
H -1.942812 2.317519 -3.812342 0.2 -0.7 -0.4 0.36
H -0.478682 2.992161 -3.092442 0.1 -0.1 0.2 0.33
H 0.851644 0.835834 -3.849887 0.0 0.5 0.2 0.30
H -0.760096 0.438820 -4.538308 0.0 0.2 -0.2 0.42
H 0.246597 -1.753213 -4.085112 0.3 0.2 0.0 0.49
H -0.971812 -1.369321 -2.871057 -0.5 0.0 -0.7 0.25
H 2.573085 -2.246529 -1.530049 -0.3 0.2 0.4 0.18
H 2.672140 -0.982431 -2.712253 0.3 -0.1 -0.2 0.33
H 2.240825 -2.649433 -3.147652 -1.2 0.0 -0.4 0.35
C -0.493154 3.850002 0.460932 -0.6 1.7 -0.8 -1.05
O -0.974579 2.534808 0.508934 0.7 0.0 0.7 0.27
C -2.117590 2.416653 1.325277 -1.3 -1.5 0.4 -0.89
C -1.880874 1.506483 2.578658 0.0 0.0 -1.5 -0.60
O -1.207712 0.321569 2.121443 -0.6 -0.5 1.8 0.34
C -1.337586 -0.818055 3.062960 0.6 0.9 -0.9 -0.88
H -0.317135 4.334969 1.421105 0.2 -0.5 0.3 0.32
H -1.299500 4.421981 0.001860 -0.1 0.5 -0.1 0.39
H 0.359144 4.023423 -0.196038 0.2 -0.9 0.2 0.23
H -2.870203 1.970126 0.675433 0.0 -0.8 0.1 0.30
H -2.661061 3.323389 1.590892 0.9 0.6 0.3 0.54
H -2.843070 1.191769 2.982678 -0.2 0.3 0.1 0.43
H -1.296365 2.033133 3.333035 0.1 -0.1 0.2 0.30
H -2.366720 -0.915666 3.408590 0.0 0.0 -0.2 0.37
H -0.654147 -0.711164 3.905331 -0.1 0.4 0.2 0.29
H -0.978679 -1.706456 2.543326 -0.4 0.1 -0.3 0.04
```
Forces are in eV/Å.

The calculation puts the energy at -166137.9038 eV. The spin multiplicity is 1. The charge is 0. The energy above the lowest of the compared OMol25 structures with the same formula, charge and spin comes out at 83.6 kJ/mol.



DFT (the ωB97M-V functional and the def2-TZVPD basis) results for a 2-piece molecular cluster, C10H14ClNO2 overall.

Structure (XYZ):
```
28
Properties=species:S:1:pos:R:3:forces:R:3:mulliken_charge:R:1
C -1.457501 -0.165867 3.051411 0.0 0.4 -0.1 -0.80
N -0.171506 -0.854406 3.126400 0.8 0.1 0.0 0.17
C -0.160726 -2.312575 3.274596 0.2 0.0 0.1 -0.88
C 0.936003 -0.187974 2.818649 -0.6 0.2 -0.8 -0.09
Cl 2.455670 -0.741699 3.433925 -0.6 0.1 -0.5 -0.09
H -2.250067 -0.918333 3.047441 0.1 0.3 -0.1 0.29
H -1.595984 0.497685 3.916512 0.0 -0.2 -0.2 0.30
H -1.506066 0.439913 2.137809 -0.1 -0.2 0.1 0.34
H -1.197984 -2.649593 3.218639 0.3 -0.1 0.0 0.34
H 0.429513 -2.762850 2.467303 -0.2 0.1 0.2 0.31
H 0.268030 -2.602331 4.241936 -0.1 0.0 -0.2 0.31
H 0.864659 0.882749 2.667768 0.0 -0.2 0.4 0.44
C -1.006517 2.027211 -4.373552 0.5 -1.0 0.3 -0.81
O -0.530276 0.696507 -4.057679 -0.5 0.9 -1.0 -0.43
C 0.149092 0.505692 -2.900076 0.6 0.1 1.4 0.70
C 0.470598 -0.837739 -2.562422 -0.5 1.3 -0.8 -0.50
C 0.925911 -1.133327 -1.309259 0.2 0.5 1.5 -0.43
C 1.059126 -0.115309 -0.296297 -0.8 1.3 -2.3 0.10
O 1.245707 -0.439486 0.934923 1.1 -1.5 2.4 -0.57
C 0.956155 1.243273 -0.744881 0.3 -1.2 1.0 -0.62
C 0.489779 1.550997 -2.003776 -0.6 -0.7 -1.4 -0.29
H -1.565172 1.891172 -5.298732 0.0 0.2 0.1 0.23
H -1.664557 2.415022 -3.583283 0.2 -0.1 -0.1 0.34
H -0.164058 2.713720 -4.532665 -0.2 -0.1 0.0 0.31
H 0.306628 -1.614972 -3.307472 0.0 0.2 0.2 0.36
H 1.145716 -2.158253 -1.020345 -0.1 0.1 0.0 0.35
H 1.214795 2.036527 -0.046334 -0.1 -0.1 0.0 0.34
H 0.353045 2.594245 -2.300538 0.0 -0.4 0.1 0.28
```
Forces are in eV/Å.

The calculation puts the energy at -28701.6657 eV. The spin multiplicity is 1. The charge is 0. The energy above the lowest of the compared OMol25 structures with the same formula, charge and spin comes out at 0.0 kJ/mol.



DFT (the ωB97M-V functional and the def2-TZVPD basis) results for C9H11F9GaO2 as an isolated structure.

Structure (XYZ):
```
32
Properties=species:S:1:pos:R:3:forces:R:3:mulliken_charge:R:1
C 2.552051 -3.283492 0.227226 -0.6 1.6 0.3 -0.78
C 2.472201 -1.700412 -0.302460 -1.9 0.9 -3.2 0.62
O 1.907623 -1.491696 -1.494378 3.6 -0.7 6.9 -0.55
O 2.986692 -0.676525 0.619672 -0.9 -3.8 -3.9 -0.35
C 3.447252 0.531718 -0.081435 1.5 1.9 -0.5 -0.49
Ga 2.130237 2.148259 0.108327 0.5 0.0 -0.3 0.41
C 0.525666 1.843160 -1.156252 -0.8 0.3 -1.2 -0.66
C -0.947305 1.866451 -0.440593 0.1 -0.8 -1.6 -0.64
C -1.086603 0.943661 0.906395 1.8 2.3 0.5 0.67
F -0.199126 -0.242039 0.912228 -3.2 3.2 0.0 -0.20
F -0.663154 1.783731 2.089003 -1.5 -2.7 -3.2 -0.27
C -2.678694 0.621353 1.138850 -0.2 1.2 3.1 0.35
F -2.909816 0.720971 2.628722 0.2 -0.6 -4.5 -0.33
F -3.521481 1.714984 0.546825 2.5 -3.9 1.7 -0.26
C -3.152567 -0.889007 0.712873 -2.3 -1.0 1.5 0.61
F -4.616096 -0.978846 1.077087 4.4 0.2 -1.3 -0.30
F -2.495908 -1.980016 1.518711 -2.0 4.0 -3.1 -0.25
C -3.090121 -1.189178 -0.913616 -0.5 -2.5 -2.3 0.55
F -3.933636 -2.425389 -1.120677 2.8 4.1 0.5 -0.28
F -1.730296 -1.549586 -1.404769 -5.0 1.8 1.8 -0.16
F -3.734487 -0.125954 -1.740463 2.6 -3.7 3.0 -0.22
H 2.967510 -3.945375 -0.647187 -0.8 1.4 1.8 0.27
H 3.198164 -3.313811 1.208688 -1.3 -0.1 -2.1 0.24
H 1.422174 -3.573705 0.458690 2.5 0.5 -0.5 0.20
H 3.705051 0.379054 -1.215966 -0.6 -0.3 2.2 0.24
H 4.465282 0.860412 0.440054 -2.0 -1.0 -0.9 0.19
H 2.956045 3.437024 -0.446265 0.1 -0.1 -0.1 -0.38
H 1.753131 2.486703 1.623019 0.0 -0.2 0.0 -0.30
H 0.737531 0.877011 -1.810584 -0.8 1.8 1.5 0.21
H 0.533409 2.745754 -1.937173 -0.2 -1.8 1.7 0.36
H -1.711353 1.411650 -1.237363 1.3 0.9 1.9 0.20
H -1.289379 2.993133 -0.267189 0.7 -2.7 0.2 0.28
```
Forces are in eV/Å.

The calculation puts the energy at -90432.9356 eV. The spin multiplicity is 1. The charge is -1.



DFT (the ωB97M-V functional and the def2-TZVPD basis) results for a 3-piece molecular cluster, C18H36BF5N2O5S2 overall.

Structure (XYZ):
```
69
Properties=species:S:1:pos:R:3:forces:R:3:mulliken_charge:R:1
N -1.662946 -2.218112 -1.382516 0.1 0.1 0.1 -0.73
C -1.801962 -0.756279 -1.456793 0.2 -0.1 0.0 0.34
C -2.971958 -0.334503 -2.365429 0.0 -0.1 0.0 -0.83
B -3.210552 1.215831 -2.362915 0.0 0.0 -0.1 0.01
C -2.027008 2.175811 -2.809024 -0.1 0.1 0.2 -0.97
C -1.276052 2.672901 -1.539044 -0.1 0.2 -0.1 -0.07
C 0.194422 3.067722 -1.809949 0.0 0.0 -0.2 -1.43
C 1.262451 2.231824 -1.136743 0.0 0.0 0.0 1.01
F 1.403762 1.021188 -1.754249 0.0 0.2 0.1 -0.19
F 2.469488 2.865961 -1.219101 -0.2 -0.1 -0.1 -0.36
C 1.032265 1.938327 0.376854 -0.6 0.1 -0.1 0.59
F 0.372873 2.960772 0.945111 0.2 0.0 0.0 -0.31
F 0.287600 0.837768 0.549382 0.2 0.1 0.0 -0.18
F 2.176275 1.767613 1.029300 0.2 -0.1 0.1 -0.28
C -4.562439 1.907905 -1.932976 0.0 -0.1 0.4 -0.88
C -5.528579 1.047751 -1.117693 0.0 0.2 -0.2 0.13
O -4.882822 0.576697 0.067094 0.0 0.0 0.0 -0.60
C -6.843271 1.780590 -0.765767 0.0 0.0 0.0 -0.68
N -6.697527 2.476159 0.520293 -0.1 -0.1 -0.1 -0.66
H -1.856889 -2.554925 -0.447118 -0.1 0.0 -0.1 0.28
H -0.708851 -2.480628 -1.597590 0.0 -0.1 -0.1 0.36
H -1.935570 -0.332253 -0.454087 -0.1 0.0 -0.1 0.25
H -0.867843 -0.339907 -1.853144 -0.1 0.0 0.1 -0.08
H -2.690296 -0.625980 -3.389995 -0.1 0.0 0.1 0.23
H -3.842320 -0.935210 -2.086377 0.0 0.1 0.0 0.27
H -1.328329 1.683053 -3.493910 0.0 0.0 0.1 0.48
H -2.440841 3.059246 -3.311744 0.2 -0.1 -0.1 0.29
H -1.800240 3.559536 -1.168757 0.1 -0.2 0.1 0.43
H -1.344376 1.934271 -0.736810 0.1 0.0 -0.1 0.17
H 0.389002 2.967714 -2.883620 0.1 0.1 0.2 0.52
H 0.403146 4.109759 -1.550441 -0.1 -0.2 0.1 0.32
H -5.053362 2.250600 -2.858198 0.1 0.0 0.1 0.37
H -4.343954 2.825090 -1.358550 -0.1 0.0 -0.2 0.34
H -5.775790 0.149781 -1.692488 0.0 0.1 0.1 0.36
H -4.637818 1.362481 0.577567 -0.1 -0.1 -0.1 0.42
H -7.043919 2.534727 -1.534445 0.0 -0.1 0.1 0.41
H -7.685815 1.074383 -0.778056 0.1 0.0 0.1 0.35
H -7.527300 3.028237 0.702888 0.1 0.1 0.0 0.24
H -6.647814 1.777444 1.254580 -0.1 0.1 0.0 0.19
C 3.502233 0.569467 4.414295 0.0 0.0 0.0 -0.65
C 2.344704 -0.201367 3.764867 0.0 0.0 0.1 -0.13
C 2.476780 -1.668031 4.191655 -0.1 0.1 -0.2 -0.66
S 3.299608 -1.651442 5.792500 0.0 0.0 0.0 1.15
O 4.586097 -2.286146 5.652451 0.0 0.0 0.0 -0.65
O 2.386715 -2.075020 6.821950 0.1 0.0 0.0 -0.67
C 3.539239 0.121718 5.871503 0.0 0.1 -0.1 -0.77
H 3.366364 1.646912 4.333201 0.0 0.0 0.0 0.35
H 4.443907 0.312896 3.924071 0.0 0.0 0.0 0.34
H 1.393392 0.200850 4.118900 0.0 0.0 0.0 0.29
H 2.356865 -0.106270 2.681547 0.0 0.0 0.0 -0.05
H 1.520013 -2.171128 4.306633 0.0 0.0 0.0 0.40
H 3.114228 -2.235874 3.517692 0.1 0.0 0.0 0.27
H 4.479326 0.320990 6.380196 0.0 -0.1 0.0 0.42
H 2.707448 0.533823 6.442247 0.0 0.0 0.0 0.36
C 3.961328 -2.410697 -0.555048 0.0 0.0 0.0 -0.46
C 4.318739 -3.800921 -1.099178 0.0 0.0 0.0 -0.73
C 3.259982 -4.167068 -2.145886 0.1 -0.1 0.1 -0.69
S 2.679999 -2.606587 -2.829257 0.1 0.0 0.0 1.08
O 1.290050 -2.440439 -2.478681 0.0 0.0 0.0 -0.62
O 3.100178 -2.475712 -4.198974 -0.1 0.0 0.0 -0.70
C 3.662438 -1.545685 -1.774329 0.1 0.0 0.1 -0.10
H 4.770625 -1.988948 0.039261 0.0 0.0 0.0 0.39
H 3.073692 -2.474634 0.079260 0.0 0.0 0.0 0.22
H 5.304373 -3.766193 -1.566771 0.0 0.0 0.0 0.32
H 4.357588 -4.547939 -0.307894 0.0 0.0 0.0 0.36
H 3.651042 -4.768121 -2.962627 0.0 0.0 0.0 0.36
H 2.396699 -4.660724 -1.703810 0.0 0.1 0.0 0.36
H 3.092087 -0.645493 -1.561074 0.0 0.0 -0.1 -0.27
H 4.569420 -1.295561 -2.324240 0.0 0.0 0.0 0.38
```
Forces are in eV/Å.

The calculation puts the energy at -68401.9779 eV. The spin multiplicity is 1. The charge is 0. Its SMILES is NCCB(CCCC(F)(F)C(F)(F)F)C[C@@H](O)CN.O=S1(=O)CCCC1.O=S1(=O)CCCC1.